{"formula": "C10H13F2O6", "method": "the ωB97M-V functional and the def2-TZVPD basis", "elements": ["C", "C", "C", "C", "C", "O", "F", "O", "C", "O", "C", "C", "O", "F", "H", "H", "H", "H", "H", "H", "H", "H", "H", "H", "C", "C", "O", "O", "H", "H", "H"], "xyz": [[0.06, -2.61, -0.24], [-0.86, -1.39, -0.34], [-0.91, -0.52, 0.91], [-1.48, -1.29, 2.13], [-0.64, -1.13, 3.36], [-0.71, -0.28, 4.18], [0.28, -2.12, 3.48], [0.39, -0.03, 1.32], [1.11, 0.64, 0.40], [0.65, 1.09, -0.60], [2.56, 0.86, 0.79], [3.29, -0.11, 1.68], [4.34, 0.10, 2.18], [2.70, -1.31, 1.82], [1.11, -2.35, -0.40], [-0.21, -3.32, -1.03], [-0.02, -3.14, 0.71], [-1.89, -1.71, -0.53], [-0.57, -0.79, -1.20], [-1.55, 0.34, 0.72], [-2.47, -0.90, 2.38], [-1.57, -2.35, 1.90], [2.65, 1.84, 1.26], [3.12, 0.91, -0.15], [-0.83, 3.01, -3.18], [-2.01, 2.51, -4.04], [-1.74, 2.14, -5.21], [-3.12, 2.50, -3.46], [0.11, 2.98, -3.73], [-1.02, 4.03, -2.85], [-0.74, 2.38, -2.29]], "lowdin_charge": [-0.07, -0.18, -0.25, -0.02, -0.47, 0.17, 0.09, 0.02, -0.47, 0.15, 0.04, -0.45, 0.16, 0.12, 0.07, 0.08, 0.07, 0.13, 0.11, 0.16, 0.13, 0.12, 0.15, 0.15, -0.06, -0.82, -0.12, -0.13, 0.05, 0.05, 0.03], "orbital_gap_ev": 6.14, "e_lumo_ha": 0.087, "total_charge": -1}

***

{"formula": "C3H5N3O", "method": "the ωB97M-V functional and the def2-TZVPD basis", "elements": ["N", "C", "C", "N", "C", "O", "N", "H", "H", "H", "H", "H"], "xyz": [[2.03, -0.05, 0.10], [0.74, -0.17, -0.14], [0.13, 1.12, 0.05], [-1.25, 0.73, 0.31], [-1.47, -0.59, 0.08], [-2.48, -1.25, 0.19], [-0.18, -1.14, -0.29], [2.72, -0.70, -0.27], [1.59, 1.13, 0.49], [0.22, 1.73, -0.86], [-2.02, 1.34, 0.53], [-0.04, -2.14, -0.21]], "lowdin_charge": [0.09, -0.46, -0.15, 0.08, -0.51, 0.07, 0.19, 0.08, 0.19, 0.11, 0.15, 0.16], "orbital_gap_ev": 9.01, "e_lumo_ha": 0.028}

***

{"formula": "C9H10F3NO2Pt", "method": "the ωB97M-V functional and the def2-TZVPD basis", "elements": ["C", "C", "C", "C", "C", "Pt", "N", "C", "C", "H", "H", "H", "H", "H", "H", "H", "H", "H", "H", "F", "C", "F", "F", "C", "O", "O"], "xyz": [[-0.91, 0.29, -2.25], [0.45, 0.70, -2.16], [0.64, 1.56, -1.03], [-0.57, 1.89, -0.46], [-1.55, 0.97, -0.87], [-0.44, -0.92, -0.47], [-2.90, 1.20, -0.64], [0.63, -2.39, -0.76], [1.91, -1.68, -1.02], [1.58, 1.88, -0.64], [1.24, 0.38, -2.81], [-0.79, 2.64, 0.31], [-2.85, 1.64, -1.43], [-1.44, -0.10, -3.10], [2.18, -1.61, -2.07], [0.55, -3.12, 0.06], [-3.44, 0.40, -0.63], [2.74, -1.75, -0.28], [0.11, -2.67, -1.70], [-0.32, 0.11, 4.61], [0.66, 0.01, 3.68], [1.59, 0.98, 3.89], [1.25, -1.19, 3.84], [0.07, 0.24, 2.30], [-0.29, 1.39, 2.00], [-0.09, -0.83, 1.64]], "lowdin_charge": [-0.11, -0.15, -0.06, -0.08, -0.44, 1.35, 0.13, -0.54, -0.12, 0.12, 0.09, 0.13, 0.02, 0.09, 0.03, 0.06, 0.07, 0.06, 0.05, 0.15, -0.52, 0.14, 0.14, -0.53, 0.05, -0.12], "s2": 6.02, "orbital_gap_ev": [6.51, 6.73], "e_lumo_ha": [0.005, -0.095], "spin_multiplicity": 5}

***

{"formula": "C28H31FeN9S", "method": "the ωB97M-V functional and the def2-TZVPD basis", "elements": ["Fe", "N", "C", "N", "C", "N", "N", "C", "C", "C", "C", "C", "C", "N", "C", "C", "C", "C", "C", "C", "H", "H", "H", "H", "H", "H", "H", "H", "H", "H", "H", "N", "C", "C", "C", "C", "N", "H", "H", "H", "H", "H", "H", "H", "H", "H", "H", "H", "H", "S", "C", "C", "C", "N", "C", "C", "C", "C", "C", "N", "C", "C", "H", "H", "H", "H", "H", "H", "H", "H"], "xyz": [[0.67, 0.09, -0.39], [-1.02, 6.17, -0.71], [-0.17, 5.26, -1.18], [0.20, 4.20, -0.55], [-0.37, 3.95, 0.68], [-0.33, 2.71, 1.21], [0.72, 1.92, 0.91], [1.80, 1.91, 1.63], [2.85, 1.10, 1.27], [4.17, 1.11, 1.81], [5.10, 0.14, 1.41], [4.79, -0.79, 0.38], [3.53, -0.60, -0.16], [2.57, 0.24, 0.25], [-1.26, 4.88, 1.33], [-1.74, 4.73, 2.66], [-2.66, 5.63, 3.12], [-3.03, 6.76, 2.35], [-2.56, 6.92, 1.07], [-1.63, 5.99, 0.55], [-1.21, 7.02, -1.26], [0.28, 5.45, -2.13], [1.84, 2.54, 2.55], [4.44, 1.81, 2.56], [6.08, 0.11, 1.88], [5.39, -1.64, 0.04], [3.24, -1.27, -0.98], [-1.39, 3.88, 3.22], [-3.07, 5.57, 4.14], [-3.76, 7.45, 2.75], [-2.92, 7.69, 0.38], [0.65, 1.59, -2.09], [-0.28, 1.42, -3.22], [-1.74, 1.10, -2.79], [-1.84, -0.26, -2.14], [-2.36, -0.13, -0.70], [-1.32, 0.35, 0.27], [0.37, 2.49, -1.65], [1.62, 1.72, -2.44], [0.07, 0.59, -3.86], [-0.28, 2.34, -3.88], [-2.33, 1.23, -3.69], [-2.11, 1.94, -2.13], [-0.86, -0.82, -2.15], [-2.56, -0.86, -2.73], [-2.71, -1.13, -0.31], [-3.26, 0.52, -0.66], [-1.52, -0.04, 1.24], [-1.29, 1.36, 0.48], [1.63, -6.24, 0.64], [1.25, -4.57, 0.44], [1.23, -3.68, 1.52], [1.08, -2.35, 1.24], [0.80, -1.85, 0.01], [0.82, -2.69, -1.02], [0.98, -4.04, -0.83], [0.15, -7.02, 0.16], [-0.79, -7.20, 1.15], [-2.00, -7.76, 0.80], [-2.32, -8.13, -0.42], [-1.35, -8.02, -1.35], [-0.09, -7.51, -1.11], [1.28, -4.05, 2.57], [1.32, -1.63, 2.05], [0.73, -2.33, -2.03], [0.84, -4.74, -1.70], [-0.62, -6.83, 2.17], [-2.73, -7.78, 1.61], [-1.64, -8.34, -2.36], [0.69, -7.58, -1.90]], "lowdin_charge": [0.79, 0.20, -0.09, 0.16, -0.20, 0.12, -0.02, 0.00, -0.24, 0.06, 0.03, 0.05, -0.10, 0.00, -0.06, 0.02, 0.00, 0.02, 0.03, -0.10, 0.20, 0.15, 0.18, 0.12, 0.13, 0.14, 0.13, 0.13, 0.14, 0.14, 0.14, -0.02, -0.25, -0.19, -0.19, -0.21, -0.05, 0.04, 0.12, 0.13, 0.13, 0.12, 0.12, 0.08, 0.14, 0.14, 0.13, 0.14, 0.04, 1.07, -0.50, -0.04, -0.11, -0.08, -0.14, -0.03, -0.55, -0.09, -0.14, 0.10, -0.12, -0.08, 0.14, 0.13, 0.12, 0.14, 0.12, 0.12, 0.12, 0.14], "s2": 8.80, "orbital_gap_ev": [5.62, 3.11], "e_lumo_ha": [-0.350, -0.442], "total_charge": 3, "spin_multiplicity": 6}

***

{"formula": "C34H26CrO7S", "method": "the ωB97M-V functional and the def2-TZVPD basis", "elements": ["C", "C", "O", "C", "C", "S", "C", "C", "C", "C", "C", "C", "O", "O", "O", "H", "H", "H", "H", "H", "H", "H", "H", "H", "H", "H", "O", "C", "Cr", "C", "O", "C", "O", "C", "C", "C", "C", "C", "C", "C", "C", "C", "C", "C", "C", "C", "C", "C", "C", "C", "C", "C", "C", "C", "H", "H", "H", "H", "H", "H", "H", "H", "H", "H", "H", "H", "H", "H", "H"], "xyz": [[0.69, 4.91, 3.53], [-0.30, 3.85, 3.15], [0.27, 2.54, 3.33], [-0.79, 1.67, 3.29], [-0.54, 0.23, 3.07], [-1.88, -0.40, 2.24], [-1.44, -2.05, 1.64], [-0.80, -2.19, 0.41], [-0.62, -3.47, -0.13], [-1.04, -4.61, 0.58], [-1.64, -4.46, 1.85], [-1.84, -3.18, 2.37], [-3.01, -0.65, 3.10], [-2.05, 0.24, 0.95], [-1.95, 2.10, 3.32], [0.28, 5.90, 3.29], [0.81, 4.87, 4.60], [1.67, 4.80, 3.06], [-1.21, 3.93, 3.75], [-0.56, 3.91, 2.09], [0.41, -0.25, 3.25], [-0.39, -1.30, -0.09], [-0.12, -3.51, -1.11], [-0.84, -5.61, 0.19], [-1.93, -5.32, 2.47], [-2.20, -3.03, 3.38], [0.57, -9.14, 7.49], [0.12, -8.07, 7.49], [-0.62, -6.30, 7.57], [1.17, -5.77, 7.36], [2.30, -5.50, 7.37], [-0.23, -6.21, 9.43], [-0.02, -6.16, 10.57], [-2.80, -6.65, 7.50], [-2.18, -7.03, 6.29], [-1.38, -6.09, 5.61], [-1.29, -4.74, 6.05], [-0.53, -3.78, 5.28], [0.48, -3.24, 4.81], [1.73, -2.66, 4.54], [2.42, -2.00, 5.68], [1.83, -2.16, 6.96], [2.58, -2.00, 8.13], [3.93, -1.62, 8.05], [4.53, -1.42, 6.80], [3.74, -1.47, 5.65], [2.49, -3.19, 3.38], [2.02, -4.41, 2.80], [2.63, -4.92, 1.66], [3.86, -4.41, 1.23], [4.46, -3.35, 1.92], [3.69, -2.63, 2.84], [-1.72, -4.48, 7.37], [-2.52, -5.40, 8.08], [-3.44, -7.37, 8.03], [-2.29, -8.05, 5.90], [-0.83, -6.37, 4.71], [0.79, -2.46, 7.01], [2.10, -2.18, 9.11], [4.54, -1.53, 8.96], [5.61, -1.20, 6.73], [4.18, -1.07, 4.75], [1.14, -4.91, 3.21], [2.16, -5.72, 1.09], [4.40, -4.85, 0.40], [5.50, -3.04, 1.73], [4.00, -1.61, 3.13], [-1.44, -3.53, 7.83], [-2.91, -5.13, 9.08]], "lowdin_charge": [-0.07, -0.23, 0.01, -0.49, 0.03, 0.67, -0.26, -0.05, -0.06, -0.08, -0.08, -0.08, -0.26, -0.27, 0.07, 0.09, 0.08, 0.08, 0.12, 0.14, 0.10, 0.12, 0.11, 0.11, 0.10, 0.09, 0.19, -0.04, 0.24, -0.09, 0.18, -0.06, 0.19, -0.07, -0.10, -0.10, -0.22, 0.07, 0.03, -0.08, -0.14, -0.04, -0.07, -0.06, -0.05, -0.02, -0.14, -0.03, -0.07, -0.06, -0.06, -0.02, -0.08, -0.09, 0.15, 0.15, 0.15, 0.09, 0.11, 0.11, 0.12, 0.09, 0.10, 0.11, 0.11, 0.12, 0.10, 0.15, 0.16], "s2": 3.82, "orbital_gap_ev": [6.57, 5.71], "e_lumo_ha": [-0.132, -0.213], "total_charge": 1, "spin_multiplicity": 4}

***

{"formula": "C6H5BrO3", "method": "the ωB97M-V functional and the def2-TZVPD basis", "elements": ["C", "C", "C", "C", "Br", "C", "O", "H", "H", "H", "H", "H", "O", "C", "O"], "xyz": [[-0.21, 0.99, 2.13], [0.40, 0.39, 0.96], [0.51, -1.13, 0.70], [-0.28, -0.42, -0.37], [-2.11, -0.65, -0.56], [0.44, 0.86, -0.38], [0.85, 1.75, -1.06], [0.44, 0.97, 2.92], [-1.15, 0.55, 2.22], [-0.41, 2.11, 1.80], [1.42, -1.55, 0.38], [0.07, -1.69, 1.37], [-0.99, -0.15, -3.44], [0.03, -0.70, -3.43], [0.98, -1.33, -3.25]], "lowdin_charge": [-0.01, -0.22, -0.04, -0.62, 0.84, -0.44, 0.13, 0.06, 0.06, 0.15, 0.10, 0.06, 0.17, -0.45, 0.20], "orbital_gap_ev": 9.74, "e_lumo_ha": 0.017, "smiles": "C[C@@]12C[C@@]1(Br)C2=O.O=C=O"}